Density functional theory data (ωB97M-V/def2-TZVPD) for an isolated molecule of CH2N2O2S in a non-equilibrium geometry.

Element x y z (Å)
C: 0.809 0.676 0.025
N: -0.013 1.532 0.286
N: 0.656 -0.649 0.019
O: -2.278 -0.046 -0.873
O: -0.543 -1.134 0.669
S: -1.823 -0.099 0.440
H: 1.707 1.012 -0.495
H: 1.485 -1.292 -0.071

Values from the calculation:
Multiplicity = 3
Calculated total energy = -18973.7634 eV

Density functional theory data (ωB97M-V/def2-TZVPD) for a cluster of 2 separate species, CH2N2O2Si in total in a non-equilibrium geometry.

Element x y z (Å)
C: -2.167 -0.054 0.157
N: -3.260 -0.390 0.202
N: 1.173 -0.851 -0.013
O: 1.447 -1.366 -1.108
O: 1.331 -1.368 1.107
Si: 0.378 0.775 -0.075
H: 1.041 1.543 0.946
H: 0.057 1.711 -1.215

Values from the calculation:
Calculated total energy = -16015.9758 eV

Density functional theory data (ωB97M-V/def2-TZVPD) for a cluster of 2 separate species, CH2N2O3 in total in a non-equilibrium geometry.

Element x y z (Å)
C: 0.791 1.274 -0.269
N: -0.145 0.288 -0.481
N: 0.770 0.315 -3.111
O: 1.662 1.065 -3.079
O: 0.042 -0.122 -3.961
O: -0.529 1.595 -0.332
H: 1.131 1.330 0.710
H: 1.416 1.449 -1.147

Values from the calculation:
Calculated total energy = -10184.3186 eV

Density functional theory data (ωB97M-V/def2-TZVPD) for a cluster of 2 separate species, CH2N2O3S in total in a non-equilibrium geometry.

Element x y z (Å)
C: -0.250 0.297 1.299
N: -0.611 1.174 -0.700
N: -1.057 -0.661 1.298
O: 1.695 -0.631 -1.298
O: 0.521 0.828 2.020
O: -0.280 0.566 -3.009
S: -0.305 0.021 -1.555
H: -1.132 -1.142 2.314
H: 1.420 -0.451 -0.368

Values from the calculation:
Calculated total energy = -21022.6435 eV
Total charge = -2

Density functional theory data (ωB97M-V/def2-TZVPD) for the ion CH2N2O3S with charge -2 in a non-equilibrium geometry.

Element x y z (Å)
C: -2.914 0.638 -0.076
N: -1.860 -0.630 -0.629
N: 0.603 -0.588 0.883
O: -3.180 1.283 -1.059
O: -3.295 0.625 1.080
O: -0.626 -2.782 -0.758
S: -1.158 -1.690 0.209
H: -0.050 0.236 1.073
H: 1.166 -0.384 0.060

Values from the calculation:
Calculated total energy = -21024.5278 eV
Total charge = -2

Density functional theory data (ωB97M-V/def2-TZVPD) for a structure of composition CH2N2O3S in a non-equilibrium geometry.

Element x y z (Å)
C: 1.288 1.701 1.537
N: 1.364 1.690 0.423
N: -0.497 -2.254 -0.025
O: -0.932 0.077 0.017
O: -1.221 0.279 -2.396
O: -0.126 -2.078 -1.130
S: -0.240 0.133 -1.306
H: -0.889 -1.417 0.341
H: 1.253 1.869 2.540

Values from the calculation:
Calculated total energy = -21022.5555 eV

Density functional theory data (ωB97M-V/def2-TZVPD) for a structure of composition CH2N2O4P in a non-equilibrium geometry.

Element x y z (Å)
C: -0.412 1.356 0.226
N: -0.812 0.204 -0.679
N: -0.855 -0.237 0.732
O: 2.716 -0.687 -0.156
O: 0.883 1.290 0.298
O: 0.225 -0.375 -1.282
O: 0.260 -0.928 0.982
P: 1.385 -0.216 -0.039
H: -1.679 0.205 -1.230
H: -1.711 -0.610 1.147

Values from the calculation:
Calculated total energy = -21514.6982 eV
Total charge = +1

Density functional theory data (ωB97M-V/def2-TZVPD) for an isolated molecule of CH2N2OP4 in a non-equilibrium geometry.

Element x y z (Å)
C: 0.803 -0.986 0.246
N: 0.589 0.999 -2.002
N: -0.373 -0.395 0.491
O: -1.758 0.391 2.846
P: -0.885 0.504 -2.344
P: -1.750 -0.003 -0.319
P: -1.043 0.968 1.738
P: 1.835 1.241 -1.066
H: 1.088 -1.433 -0.713
H: 1.494 -1.287 1.122

Values from the calculation:
Calculated total energy = -43249.6152 eV

Density functional theory data (ωB97M-V/def2-TZVPD) for a cluster of 2 separate species, CH2N2OS in total in a non-equilibrium geometry.

Element x y z (Å)
C: 0.818 -0.649 -0.201
N: 1.116 -1.708 0.288
N: -4.592 -0.304 0.099
O: 0.385 0.410 -0.351
S: -3.059 -0.086 0.154
H: -5.260 0.235 -0.413
H: 0.958 -2.567 -0.038

Values from the calculation:
SMILES string = N=C=O.N=S
Calculated total energy = -16929.8943 eV

Density functional theory data (ωB97M-V/def2-TZVPD) for a cluster of 2 separate species, CH2N2OS2 in total in a non-equilibrium geometry.

Element x y z (Å)
C: -1.059 -0.528 0.892
N: 1.797 0.551 -0.090
N: 1.035 1.159 0.412
O: 2.571 -0.048 -0.635
S: -1.553 0.714 -0.191
S: -0.649 -1.971 0.139
H: -1.192 1.799 0.514
H: -0.950 -1.675 -1.040

Values from the calculation:
Calculated total energy = -27762.6020 eV

Density functional theory data (ωB97M-V/def2-TZVPD) for an isolated molecule of CH2N2S2 in a non-equilibrium geometry.

Element x y z (Å)
C: -0.453 -0.620 0.205
N: -0.741 0.802 0.120
N: 0.082 1.571 -0.239
S: 1.448 -0.896 -0.267
S: 1.645 1.129 -0.485
H: -0.777 -0.855 1.130
H: -1.204 -1.131 -0.463

Values from the calculation:
SMILES string = C1N=NSS1
Calculated total energy = -25717.9800 eV

Density functional theory data (ωB97M-V/def2-TZVPD) for a structure of composition CH2N3O2 in a non-equilibrium geometry.

Element x y z (Å)
C: -0.689 0.120 -0.012
N: 1.768 0.105 0.008
N: 1.288 1.177 0.002
N: 0.282 -0.907 0.067
O: 0.319 -2.044 -0.012
O: 0.015 1.375 0.040
H: -1.388 -0.048 -0.873
H: -1.596 0.221 0.779

Values from the calculation:
Calculated total energy = -9619.6112 eV
Total charge = +1

Density functional theory data (ωB97M-V/def2-TZVPD) for the ion CH2N3O3 with charge -1 in a non-equilibrium geometry.

Element x y z (Å)
C: 0.117 -0.679 -0.293
N: 1.018 -1.536 0.321
N: 1.116 0.405 -0.441
N: -1.183 -0.337 -0.265
O: -2.175 -0.857 0.409
O: 2.023 -0.392 0.381
O: 0.712 1.597 0.084
H: -1.534 0.378 -0.904
H: -0.094 1.421 0.708

Values from the calculation:
SMILES string = [O-]Nc1non1O
Calculated total energy = -11675.3050 eV
Total charge = -1

Density functional theory data (ωB97M-V/def2-TZVPD) for the ion CH2N3O3 with charge -1 in a non-equilibrium geometry.

Element x y z (Å)
C: 1.902 0.134 -0.105
N: -0.531 0.400 -0.491
N: -1.841 0.313 -0.104
N: 0.257 -0.244 0.261
O: 2.392 0.796 0.728
O: -0.041 -0.915 1.378
O: 2.111 -0.169 -1.245
H: -1.838 -0.392 0.569
H: -2.412 0.077 -0.991

Values from the calculation:
SMILES string = N/N=[N+](\[O-])C(=O)[O-]
Calculated total energy = -11681.0067 eV
Total charge = -1

Density functional theory data (ωB97M-V/def2-TZVPD) for a cluster of 2 separate species, CH2N3O4 in total in a non-equilibrium geometry.

Element x y z (Å)
C: 1.641 -1.319 -0.930
N: 0.432 -0.829 -0.537
N: -0.451 1.802 0.800
N: -1.682 1.780 0.915
O: 1.668 -2.566 -1.044
O: 2.681 -0.613 -0.896
O: -1.809 0.538 0.530
O: -2.514 2.567 1.264
H: -0.245 -1.451 -0.130
H: 0.278 0.090 0.027

Values from the calculation:
Calculated total energy = -13723.8668 eV
Total charge = -1

Density functional theory data (ωB97M-V/def2-TZVPD) for a cluster of 2 separate species, CH2N4O in total in a non-equilibrium geometry.

Element x y z (Å)
N: 1.595 0.115 -0.257
C: 0.456 0.662 -0.706
N: -0.536 1.106 -1.125
O: -2.747 -0.317 0.063
N: -1.789 -0.747 0.597
N: -0.876 -1.162 1.115
H: 1.512 -0.391 0.613
H: 2.395 0.734 -0.301

Values from the calculation:
SMILES string = N#[N+][O-].N#CN
Calculated total energy = -9074.9299 eV

Density functional theory data (ωB97M-V/def2-TZVPD) for an isolated molecule of CH2N4O in a non-equilibrium geometry.

Element x y z (Å)
N: 1.492 0.067 -0.204
C: 0.217 -0.018 -0.400
N: -0.811 -0.125 -1.268
O: -1.935 -0.138 -0.423
N: -1.637 -0.046 0.849
N: -0.370 0.021 0.862
H: 2.129 0.090 -0.972
H: 0.510 0.117 1.436

Values from the calculation:
Calculated total energy = -9072.1606 eV

Density functional theory data (ωB97M-V/def2-TZVPD) for an isolated molecule of CH2N4O2 in a non-equilibrium geometry.

Element x y z (Å)
C: 1.548 -0.288 0.025
N: 0.991 0.917 0.055
N: 0.719 -1.303 0.073
N: -0.292 0.576 0.012
N: -0.480 -0.800 0.003
O: -1.610 -1.239 0.044
O: -1.375 1.467 0.088
H: 2.662 -0.537 0.141
H: -2.164 1.207 -0.441

Values from the calculation:
SMILES string = [O-][n+]1ncnn1O
Calculated total energy = -11119.0780 eV

Density functional theory data (ωB97M-V/def2-TZVPD) for a cluster of 2 separate species, CH2NO2 in total in a non-equilibrium geometry.

Element x y z (Å)
C: -0.667 1.039 -0.240
N: -0.331 0.918 -1.401
O: -1.175 1.086 0.844
O: 1.009 -1.034 0.502
H: 0.381 -1.674 0.452
H: 0.783 -0.335 -0.157

Values from the calculation:
Calculated total energy = -6655.7975 eV
Total charge = -1

Density functional theory data (ωB97M-V/def2-TZVPD) for a cluster of 2 separate species, CH2NO2 in total in a non-equilibrium geometry.

Element x y z (Å)
C: 0.755 -0.015 -0.007
N: -0.465 0.284 0.142
O: -1.904 -1.580 0.056
O: -0.930 1.423 -0.065
H: 1.438 0.872 -0.477
H: 1.106 -0.984 0.351

Values from the calculation:
Calculated total energy = -6647.8445 eV
Total charge = -1